1.
A structure of composition C35H49InN9O3SSi, computed with ωB97M-V/def2-TZVPD.

XYZ file:
```
99
Properties=species:S:1:pos:R:3:forces:R:3:lowdin_charge:R:1
In -0.051 -0.552 0.817 0.1 -0.2 0.5 0.9444
N -2.565 -0.591 1.585 0.3 0.4 -0.4 0.0135
C -2.841 -0.421 3.016 0.0 0.0 0.2 -0.2229
C -1.962 -1.358 3.821 0.1 0.2 -0.1 -0.1900
N -0.554 -1.129 3.496 0.2 -0.3 0.0 -0.0988
C 0.231 -0.290 4.397 0.1 0.2 -0.2 -0.1828
C 0.692 0.982 3.689 0.0 -0.2 0.2 -0.2059
N 1.400 0.641 2.444 -0.3 -0.4 0.0 -0.0066
H -3.131 0.044 1.033 -0.1 0.0 0.0 0.0940
H -2.834 -1.526 1.297 0.0 -0.1 -0.1 0.0559
H -3.888 -0.600 3.273 0.0 0.0 -0.1 0.1291
H -2.600 0.605 3.299 -0.1 0.1 0.0 0.1064
H -2.215 -2.393 3.583 0.0 0.0 0.0 0.1238
H -2.172 -1.204 4.881 0.1 -0.1 0.1 0.1264
H -0.094 -2.019 3.369 0.0 0.0 0.0 0.0914
H 1.106 -0.843 4.744 0.0 0.0 0.0 0.1282
H -0.344 -0.010 5.282 0.0 0.0 0.0 0.1275
H 1.315 1.562 4.372 0.0 0.1 -0.1 0.1299
H -0.177 1.581 3.421 0.0 0.1 0.0 0.0967
H 2.262 0.146 2.648 0.0 0.0 0.0 0.0865
H 1.642 1.479 1.927 0.1 0.0 0.1 0.0681
C -0.087 -2.792 0.770 -0.1 1.3 0.1 -0.2767
Si -0.739 -3.239 -0.908 0.3 -0.5 0.2 0.5994
C 0.000 -1.887 -2.015 -0.2 -0.2 -0.2 -0.2227
N -0.169 -0.483 -1.582 0.1 0.0 0.4 -0.2458
C 0.889 0.386 -2.200 0.0 0.2 -0.3 -0.1865
C 0.337 1.431 -3.166 -0.1 -0.1 0.0 -0.1605
C -0.644 0.783 -4.139 0.0 0.0 0.1 -0.1624
C -1.825 0.146 -3.382 0.1 0.0 0.0 -0.1505
C -1.532 0.014 -1.887 -0.1 0.0 -0.1 -0.1986
C -0.007 -4.866 -1.468 -0.1 0.1 -0.1 -0.2406
C 1.370 -4.984 -1.680 -0.1 0.0 0.0 -0.1011
C 1.936 -6.196 -2.044 0.0 0.0 0.0 -0.0783
C 1.131 -7.318 -2.195 0.0 0.0 0.0 -0.0737
C -0.236 -7.221 -1.983 0.0 0.0 0.0 -0.0722
C -0.800 -6.004 -1.624 0.0 0.0 0.0 -0.0839
C -2.608 -3.353 -0.972 0.1 0.1 0.0 -0.2714
C -3.277 -3.187 -2.189 0.0 0.1 0.0 -0.0943
C -4.654 -3.327 -2.279 0.0 0.0 0.0 -0.0599
C -5.394 -3.652 -1.150 0.0 0.0 0.0 -0.0656
C -4.750 -3.848 0.063 0.0 0.0 0.0 -0.0728
C -3.371 -3.701 0.146 0.1 0.0 0.0 -0.1206
H 0.978 -3.008 0.862 0.0 -0.3 0.0 0.0006
H -0.635 -3.149 1.639 0.0 -0.1 0.0 -0.0111
H -0.335 -2.016 -3.050 0.1 0.1 0.0 0.1034
H 1.071 -2.104 -2.008 0.0 0.0 0.0 0.0771
H 1.575 -0.259 -2.749 0.0 0.0 0.0 0.1242
H 1.465 0.852 -1.407 0.0 -0.4 -0.3 0.0459
H 1.173 1.871 -3.709 0.0 0.1 0.1 0.1297
H -0.157 2.242 -2.626 0.0 0.1 0.0 0.1138
H -0.114 0.024 -4.720 0.0 0.0 0.0 0.1162
H -1.008 1.526 -4.846 0.0 0.0 -0.1 0.1175
H -2.064 -0.830 -3.807 0.0 0.0 0.0 0.0929
H -2.724 0.755 -3.491 0.0 0.0 0.0 0.1230
H -2.252 -0.668 -1.432 0.0 0.0 0.1 0.1000
H -1.643 0.986 -1.405 0.0 0.0 0.0 0.1063
H 2.015 -4.120 -1.553 0.0 0.0 0.0 0.0928
H 3.004 -6.267 -2.206 0.0 0.0 0.0 0.1060
H 1.572 -8.265 -2.477 0.0 0.0 0.0 0.1088
H -0.863 -8.095 -2.095 0.0 0.0 0.0 0.1086
H -1.871 -5.943 -1.465 0.0 0.0 0.0 0.0990
H -2.711 -2.957 -3.086 0.0 0.0 0.0 0.1008
H -5.150 -3.189 -3.231 0.0 0.0 0.0 0.1123
H -6.466 -3.772 -1.220 0.0 0.0 0.0 0.1112
H -5.321 -4.129 0.939 0.0 0.0 0.0 0.1090
H -2.878 -3.904 1.093 0.0 0.0 0.0 0.0983
C 5.671 -0.097 -0.969 0.0 0.1 -0.1 -0.0096
N 4.958 -0.463 0.257 0.0 -0.2 0.0 -0.1860
C 5.649 -0.291 1.535 0.0 0.1 0.1 -0.0164
C 3.669 -0.675 0.241 0.1 0.1 -0.1 -0.2353
N 2.524 -0.867 0.231 -0.1 0.1 0.0 0.1778
H 6.635 -0.601 -0.977 0.0 0.0 0.0 0.0978
H 5.834 0.981 -1.018 0.0 0.0 0.0 0.1023
H 5.098 -0.413 -1.837 0.0 0.0 0.0 0.0964
H 6.649 -0.713 1.452 0.0 0.0 0.0 0.0980
H 5.112 -0.820 2.319 0.0 0.0 0.0 0.0929
H 5.736 0.765 1.798 0.0 0.0 0.0 0.1005
O 2.376 7.660 -2.006 0.0 0.0 0.0 -0.3655
S 2.583 8.383 -0.767 -0.1 0.0 0.2 0.3929
O 2.599 9.817 -0.867 -0.1 0.0 0.0 -0.3375
O 3.577 7.794 0.120 0.0 0.0 -0.1 -0.3644
C 1.084 7.944 0.201 0.4 0.0 -0.1 -0.3188
N 0.376 8.826 0.905 -0.1 0.0 0.0 0.1460
C -0.590 8.334 1.673 0.1 0.1 -0.1 -0.1013
C -0.859 6.976 1.778 -0.1 -0.1 0.1 0.0036
C -0.077 6.148 0.987 0.1 0.3 -0.1 -0.2342
N 0.872 6.632 0.205 -0.1 -0.1 0.1 0.1402
C -0.180 4.672 0.910 -0.1 0.0 0.0 -0.0927
C -1.202 3.913 1.472 0.1 0.0 0.0 0.0312
C -1.190 2.541 1.302 0.0 0.2 -0.2 -0.1351
N -0.242 1.888 0.617 -0.3 -0.6 0.0 -0.0126
C 0.743 2.631 0.080 0.1 0.2 0.1 -0.1337
C 0.811 3.996 0.197 0.0 -0.1 -0.1 0.0534
H -1.173 9.059 2.232 0.0 0.0 0.0 0.1140
H -1.629 6.608 2.443 0.0 0.0 0.0 0.1003
H -2.003 4.377 2.030 0.0 0.0 0.0 0.1206
H -1.977 1.938 1.716 -0.2 -0.1 0.1 0.0841
H 1.511 2.096 -0.456 0.1 0.2 0.2 0.0913
H 1.601 4.577 -0.264 0.0 0.0 0.0 0.1372
```
Positions in Å, forces in eV/Å.

Computed properties:
* Kohn-Sham gap: 0.2087 Eh
* charge: +1

=====

2.
A cluster of 4 separate species, CH12NO3 in total, computed with ωB97M-V/def2-TZVPD.

XYZ file:
```
17
Properties=species:S:1:pos:R:3:forces:R:3:lowdin_charge:R:1
C -1.114 -1.096 0.293 -2.5 -0.2 4.0 -0.0362
N -0.274 0.093 0.600 1.1 -1.0 -2.4 0.1080
H -2.209 -0.701 0.420 2.0 -1.0 -0.9 0.1263
H -0.859 -1.514 -0.651 0.0 -0.3 -0.6 0.0797
H -1.015 -1.850 1.207 0.0 1.4 -2.3 0.1440
H -0.563 0.490 1.473 -0.5 0.7 0.9 0.0654
H -0.338 0.739 -0.211 0.2 0.2 0.5 0.1236
H 0.701 -0.202 0.646 0.1 0.2 0.1 0.1600
H 3.547 -0.885 -1.786 1.3 -0.4 0.5 0.0452
H 2.593 -0.572 -2.875 -0.2 -0.1 -1.0 0.0502
O 2.668 -0.588 -1.931 -1.2 0.4 0.5 -0.0202
H 1.397 0.881 -1.700 0.2 -0.4 0.5 -0.0029
H 0.866 1.903 -2.577 -0.7 0.5 0.2 0.0716
O 0.646 1.490 -1.729 0.5 -0.2 -0.5 -0.0596
H -1.613 0.653 3.625 0.0 0.1 -1.1 0.1094
H -2.693 0.529 2.550 -0.1 0.1 -0.1 0.0772
O -1.741 0.631 2.646 -0.2 0.1 1.8 -0.0417
```
Positions in Å, forces in eV/Å.

Computed properties:
* Kohn-Sham gap: 0.4581 Eh
* energy relative to the best compared isomer or geometry (same formula, charge and spin): 0.924 eV
* charge: +1

=====

3.
A cluster of 2 separate species, C4H13N2O in total, computed with ωB97M-V/def2-TZVPD.

XYZ file:
```
20
Properties=species:S:1:pos:R:3:forces:R:3:mulliken_spin:R:1
C 1.793 -0.776 -1.873 2.1 -0.8 -0.2 0.0725
C 0.397 -0.725 -1.301 -2.0 1.1 0.9 0.0273
C 0.276 -0.221 0.101 0.0 1.4 0.6 0.3637
C 0.193 -1.057 1.171 -0.5 -4.3 2.4 0.1472
N -0.180 -0.967 2.454 0.1 -3.1 -0.4 0.3541
N 0.194 1.196 0.493 -0.4 2.7 -5.6 -0.0004
H 2.621 -1.073 -1.171 -1.1 0.2 -0.1 -0.0041
H 2.155 0.181 -2.267 -0.4 -0.4 -0.4 -0.0023
H 1.817 -1.627 -2.596 0.0 1.1 0.0 0.0053
H -0.342 -0.072 -1.848 0.9 -0.6 -0.1 0.0176
H -0.075 -1.714 -1.269 0.2 0.0 -0.1 0.0124
H 0.391 -2.141 0.960 0.1 1.1 -0.2 0.0034
H -0.711 -0.286 2.920 -0.5 1.9 0.4 -0.0108
H -0.309 -1.898 3.008 0.8 1.9 -1.4 -0.0149
H 0.689 1.789 -0.344 -1.5 -1.4 2.0 -0.0004
H -0.798 1.668 0.561 0.5 -0.9 -0.5 0.0226
H 0.726 1.511 1.246 1.3 0.1 2.3 0.0048
H -3.313 2.050 0.588 -0.2 0.2 0.7 -0.0002
H -2.975 1.972 -0.860 1.1 0.6 1.3 0.0000
O -2.549 2.191 0.027 -0.4 -0.9 -1.8 0.0021
```
Positions in Å, forces in eV/Å.

Computed properties:
* spin multiplicity: 2
* Kohn-Sham gap (spin up / spin down): 0.4148 / 0.2855 Eh
* energy relative to the best compared isomer or geometry (same formula, charge and spin): 2.235 eV
* charge: +2

=====

4.
The molecule C3H9N2OP, computed with ωB97M-V/def2-TZVPD.

XYZ file:
```
16
Properties=species:S:1:pos:R:3:forces:R:3:lowdin_charge:R:1
C 1.900 0.333 -0.289 -0.4 1.7 0.8 -0.3493
C -1.875 0.539 -0.717 -2.2 1.2 0.0 -0.1485
C -0.639 0.875 1.246 -3.4 -0.1 -3.3 0.0554
N 3.169 0.088 0.196 -1.4 -1.8 -0.7 0.0536
N -1.156 -0.009 0.367 3.0 0.5 1.7 -0.3751
O 1.090 -0.571 -0.651 3.0 0.4 -0.3 -0.4036
P -0.385 -1.644 0.045 0.3 -0.6 1.8 0.8130
H -2.944 0.671 -0.439 0.5 -0.3 -0.4 0.1108
H -1.486 1.484 -0.996 0.4 1.2 0.0 0.0745
H -1.768 -0.012 -1.605 -0.2 -1.2 -0.8 0.0581
H -1.208 1.868 1.199 1.5 -1.3 0.3 0.1183
H 0.000 0.598 2.017 1.0 -0.6 1.1 0.0445
H 3.900 0.754 0.320 -0.5 0.9 -0.1 0.0608
H 3.525 -0.853 0.330 -0.2 -0.3 -0.3 0.0788
H -0.490 -1.899 -1.324 -0.3 0.2 -0.1 -0.0598
H -1.634 -2.222 0.301 -1.2 -0.2 0.1 -0.1315
```
Positions in Å, forces in eV/Å.

Computed properties:
* Kohn-Sham gap (spin up / spin down): 0.2387 / 0.2285 Eh
* energy relative to the best compared isomer or geometry (same formula, charge and spin): 5.788 eV

=====

5.
The molecule C5H10S, computed with ωB97M-V/def2-TZVPD.

XYZ file:
```
16
Properties=species:S:1:pos:R:3:forces:R:3:lowdin_charge:R:1
C -0.007 0.883 -2.654 0.7 0.6 -2.3 -0.4916
C 0.544 0.101 -0.148 -0.4 0.4 -1.2 -0.5102
C 0.024 -1.286 0.169 0.5 0.7 0.8 -0.1308
C 0.343 -0.305 1.262 0.9 -0.4 2.0 -0.3607
C -0.659 0.167 2.322 -0.2 -0.7 -1.0 -0.0704
H -0.328 1.623 -3.450 -0.1 -0.7 1.2 0.0542
H 1.092 0.906 -2.759 -0.3 -0.1 0.4 0.0372
H -0.345 -0.100 -2.976 -0.1 -0.1 0.1 0.0320
H 1.575 0.119 -0.528 -0.4 0.3 0.3 0.1028
H -0.976 -1.518 -0.033 -1.6 0.2 -0.2 0.0828
H 0.593 -2.175 0.139 1.1 -0.5 -0.4 0.0845
H 1.312 -0.499 1.833 -1.1 0.1 -1.2 0.1517
H -0.289 1.065 2.765 -0.1 1.0 0.1 0.0582
H -0.628 -0.551 3.141 -0.2 -0.3 -0.1 0.0705
H -1.703 0.243 1.956 0.7 0.2 0.2 0.0858
S -0.549 1.326 -1.039 0.7 -0.7 1.4 0.8040
```
Positions in Å, forces in eV/Å.

Computed properties:
* Kohn-Sham gap: 0.3493 Eh
* SMILES: CS[C@@H]1C[C@@H]1C
* energy relative to the best compared isomer or geometry (same formula, charge and spin): 1.408 eV

=====

6.
A cluster of 3 separate species, C6H20N2O2 in total, computed with ωB97M-V/def2-TZVPD.

XYZ file:
```
30
Properties=species:S:1:pos:R:3:forces:R:3:lowdin_charge:R:1
C -2.545 -0.099 -0.147 -1.7 -3.1 2.3 -0.1747
N -1.637 0.369 0.895 1.2 -1.9 -1.1 -0.0891
C 0.403 2.338 2.440 1.3 1.7 -2.8 -0.1156
C 0.551 1.230 1.369 1.7 1.3 0.0 -0.2336
C -0.650 1.330 0.367 1.6 -0.8 0.0 -0.3288
C -0.108 1.156 -1.182 -3.5 -3.9 3.2 -0.1549
N 0.745 -0.056 -1.147 -0.1 0.9 -0.9 -0.1313
C 1.784 -0.078 -2.195 1.0 0.6 2.6 -0.1184
H -3.164 0.627 -0.611 -0.4 1.1 0.0 0.0615
H -2.149 -0.713 -0.947 0.7 -0.1 -0.3 0.0462
H -3.247 -0.863 0.402 0.8 1.5 -1.0 0.1111
H -1.108 -0.495 1.272 -1.2 1.9 -0.9 0.1300
H -0.284 2.128 3.188 -1.5 -0.5 1.3 0.0379
H 1.365 2.542 2.900 0.1 0.1 0.2 0.0600
H 0.076 3.289 1.882 0.5 -1.2 1.1 0.0947
H 1.499 1.363 0.753 -1.1 0.4 0.8 0.1085
H 0.872 0.307 1.954 -1.5 0.4 -1.1 0.1118
H -1.192 2.278 0.416 0.5 0.3 0.1 0.1216
H 0.283 1.985 -1.662 1.3 1.7 -0.4 0.0810
H -1.108 0.962 -1.668 1.1 0.2 -0.3 0.0933
H 0.177 -0.901 -1.082 0.3 0.2 -0.4 0.0738
H 1.435 -0.087 -3.202 -0.2 0.1 -0.9 0.0545
H 2.442 -0.930 -1.976 -0.2 0.1 -0.4 0.0743
H 2.425 0.833 -1.955 -0.7 -1.0 -0.8 0.0979
H -0.141 -4.097 -0.311 0.4 -3.5 1.7 -0.0093
H -0.992 -3.577 -1.480 -1.4 -0.9 -1.2 0.0296
O -0.353 -3.400 -0.837 0.8 4.3 -0.7 0.0188
H 1.723 -1.767 0.986 -0.1 2.6 0.1 -0.0314
H 0.993 -3.002 0.668 1.6 0.6 0.3 0.0250
O 1.900 -2.669 0.908 -1.3 -2.8 -0.4 -0.0445
```
Positions in Å, forces in eV/Å.

Computed properties:
* Kohn-Sham gap: 0.3204 Eh
* SMILES: CC[C@@H](CNC)NC.O.O
* energy relative to the best compared isomer or geometry (same formula, charge and spin): 2.989 eV

=====

Max |F|: 0.025 0.091 0.121 0.091 0.047 0.120 (Eh/bohr)